## 1
{"formula": "C12H17N2", "method": "the ωB97M-V functional and the def2-TZVPD basis", "symbols": ["C", "C", "C", "C", "N", "N", "C", "C", "C", "C", "C", "C", "C", "C", "H", "H", "H", "H", "H", "H", "H", "H", "H", "H", "H", "H", "H", "H", "H", "H", "H"], "xyz": [[3.20842, -0.35484, -0.62920], [1.82648, -0.67594, -0.17595], [2.06072, -0.81070, 1.31119], [0.78935, 0.29377, -0.55476], [0.09961, 0.21479, -1.62051], [0.68868, 1.42178, 0.19263], [-0.37501, 2.36462, 0.45867], [-1.67930, 2.09189, 0.38904], [-2.27785, 0.75467, 0.19390], [-1.81205, -0.45080, 0.85179], [-2.80682, -1.44294, 1.02712], [-4.01584, -1.36703, 0.33567], [-4.29239, -0.40356, -0.59946], [-3.45801, 0.73858, -0.55318], [3.38970, 0.70258, -0.51609], [3.30214, -0.56470, -1.65873], [4.12474, -0.62937, -0.05319], [1.55913, -1.67219, -0.43324], [2.68024, -1.73018, 1.62188], [1.11099, -1.04779, 1.68762], [2.43178, 0.01704, 1.81234], [0.01561, -0.70203, -2.14211], [-0.63988, 0.89187, -1.80179], [1.34677, 1.41787, 1.00306], [-0.14348, 3.43060, 0.57659], [-2.29336, 2.93979, 0.76287], [-0.96568, -0.46490, 1.51985], [-2.52414, -2.18182, 1.74432], [-4.71415, -2.23770, 0.47194], [-5.26212, -0.33468, -1.01347], [-3.81266, 1.51498, -1.19236]], "lowdin_charge": [-0.055, -0.343, -0.068, -0.324, 0.267, 0.124, -0.070, -0.044, -0.244, -0.016, -0.057, -0.086, -0.051, -0.036, 0.090, 0.077, 0.121, 0.147, 0.147, 0.050, 0.065, 0.195, 0.144, 0.160, 0.127, 0.141, 0.094, 0.102, 0.131, 0.102, 0.110], "orbital_gap_ev": 8.9, "homo_ha": -0.451, "total_charge": 1, "smiles": "CC(C)/C(N)=[NH+]/C=C\\c1ccccc1"}

## 2
{"formula": "C12H17N2", "method": "the ωB97M-V functional and the def2-TZVPD basis", "symbols": ["C", "C", "C", "N", "C", "C", "C", "N", "C", "C", "C", "C", "C", "C", "H", "H", "H", "H", "H", "H", "H", "H", "H", "H", "H", "H", "H", "H", "H", "H", "H"], "xyz": [[-1.82104, 0.03606, -0.91648], [-0.52066, -0.62143, -0.44133], [0.41387, -1.01616, -1.60701], [-0.86156, -2.02334, 0.14305], [-1.90232, -1.93209, 1.21992], [-1.48266, -0.85098, 2.14690], [-0.48451, -0.05067, 1.88285], [0.11214, 0.07372, 0.61287], [1.05105, 1.11957, 0.35793], [2.21607, 1.08281, 1.09249], [3.16749, 2.07179, 0.87644], [3.05151, 3.04337, -0.11993], [1.79582, 3.08387, -0.77041], [0.76674, 2.13554, -0.57308], [-2.31502, -0.45071, -1.78038], [-1.43684, 0.91187, -1.37060], [-2.51738, 0.25292, -0.06030], [-0.04825, -1.42514, -2.51082], [1.25755, -1.69246, -1.24630], [0.96665, -0.17988, -1.87826], [-0.03335, -2.31467, 0.71380], [-1.12084, -2.44627, -0.67464], [-1.93825, -2.83061, 1.73302], [-2.92031, -1.80252, 0.64446], [-2.05524, -0.83331, 2.96051], [-0.12806, 0.59043, 2.65140], [2.12666, 0.43224, 1.87248], [4.09177, 2.02058, 1.47569], [3.75903, 3.74940, -0.32604], [1.46137, 3.80213, -1.42285], [-0.13481, 2.24094, -1.08410]], "lowdin_charge": [0.020, -0.465, 0.023, 0.128, -0.114, -0.063, -0.038, -0.026, -0.228, -0.013, -0.047, -0.026, -0.029, 0.008, 0.114, 0.058, 0.117, 0.108, 0.131, 0.057, 0.211, 0.128, 0.108, 0.170, 0.078, 0.138, 0.087, 0.122, 0.080, 0.081, 0.082], "orbital_gap_ev": 9.1, "homo_ha": -0.436, "total_charge": 1, "smiles": "CC1(C)[NH2+]CC=CN1c1ccccc1"}

Energies relative to the most stable structure are 1 0.0; 2 31.3, reported in kJ/mol.

## 1
{"formula": "C6H15NO2", "method": "the ωB97M-V functional and the def2-TZVPD basis", "symbols": ["C", "C", "O", "O", "H", "H", "H", "H", "H", "H", "C", "C", "N", "C", "C", "H", "H", "H", "H", "H", "H", "H", "H", "H"], "xyz": [[-0.19098, -0.66122, -1.57247], [0.43828, 0.44675, -2.37419], [-1.51705, -0.92750, -1.92861], [0.61049, -1.80393, -1.71163], [-1.57919, -1.10289, -2.88521], [0.14795, -2.54341, -1.29932], [0.93475, -0.04917, 0.42935], [-0.18744, 1.33707, -2.35345], [0.56376, 0.13300, -3.42137], [1.42696, 0.68913, -1.98449], [-0.78464, -1.37737, 0.98983], [-1.03390, 1.02755, 0.41750], [-0.19357, -0.16389, 0.43691], [1.30943, 0.40702, 2.12727], [1.50511, 1.65483, 2.50560], [1.80478, -0.44113, 2.59494], [-1.61714, -1.70987, 0.36605], [-0.03124, -2.16262, 1.02285], [-1.32026, 1.25813, 1.44348], [-0.45619, 1.86532, 0.03558], [-1.08397, -1.17251, 2.01715], [-1.89810, 0.87037, -0.22969], [2.22235, 1.94284, 3.27482], [0.92980, 2.48350, 2.09911]], "lowdin_charge": [-0.514, -0.025, -0.015, 0.018, 0.113, 0.094, 0.146, 0.080, 0.092, 0.090, -0.086, -0.086, -0.188, -0.140, -0.161, 0.009, 0.089, 0.092, 0.088, 0.088, 0.089, 0.091, 0.023, 0.013], "orbital_gap_ev": [6.8, 6.0], "homo_ha": [-0.234, -0.203]}

## 2
{"formula": "C6H15NO2", "method": "the ωB97M-V functional and the def2-TZVPD basis", "symbols": ["C", "C", "C", "C", "C", "C", "N", "O", "O", "H", "H", "H", "H", "H", "H", "H", "H", "H", "H", "H", "H", "H", "H", "H"], "xyz": [[0.10517, -0.29165, -0.13965], [2.08460, 0.95433, 0.65297], [-0.41807, 0.93738, 0.13621], [-2.46062, 0.06831, -0.51608], [-0.00462, -1.42769, 0.82894], [0.59282, -0.63735, -1.51497], [-3.31347, -0.08564, 0.59186], [3.07266, -0.04748, 0.75177], [2.36228, 1.86037, -0.38118], [3.25412, 2.23464, -0.26676], [3.13251, -0.47627, -0.11090], [2.03451, 1.42693, 1.64011], [-3.10252, -0.88602, 1.17333], [-3.41454, 0.74380, 1.16171], [-0.27136, 1.75304, -0.55788], [-0.72824, 1.17733, 1.14526], [-2.36951, -0.83612, -1.10828], [-2.68715, 0.94015, -1.12104], [-0.56086, -1.15154, 1.72437], [1.00372, -1.71921, 1.13609], [-0.47266, -2.30037, 0.36663], [-0.15113, -1.23428, -2.04915], [1.49125, -1.25745, -1.44880], [0.82113, 0.25477, -2.09456]], "lowdin_charge": [-0.469, -0.309, -0.033, -0.163, -0.055, -0.052, -0.035, -0.046, -0.055, 0.096, 0.075, 0.116, 0.063, 0.069, 0.089, 0.089, 0.063, 0.060, 0.079, 0.080, 0.087, 0.083, 0.080, 0.086], "orbital_gap_ev": [6.5, 7.2], "homo_ha": [-0.210, -0.237]}

## 3
{"formula": "C6H15NO2", "method": "the ωB97M-V functional and the def2-TZVPD basis", "symbols": ["C", "O", "C", "C", "O", "H", "H", "H", "H", "H", "H", "C", "C", "C", "N", "H", "H", "H", "H", "H", "H", "H", "H", "H"], "xyz": [[-1.98019, -2.10560, -0.01596], [-0.82572, -2.69330, 0.56790], [0.04936, -1.86741, 1.25792], [1.41519, -2.38665, 0.93879], [-0.26859, -0.92774, 1.92522], [-1.70437, -1.66814, -0.97823], [-2.71285, -2.89658, -0.16632], [-2.38860, -1.32483, 0.62777], [1.67703, -2.03827, -0.06072], [2.14350, -2.04604, 1.67063], [1.22342, -3.48554, 0.84271], [-1.38644, 1.87898, 0.11168], [-0.04428, 2.40716, -0.37858], [0.86954, 1.28025, -0.85231], [2.10620, 1.82606, -1.39554], [-2.00090, 2.69134, 0.49375], [-1.92772, 1.39253, -0.69834], [-1.23841, 1.15610, 0.91173], [0.45161, 2.94510, 0.43325], [-0.18733, 3.10672, -1.20416], [1.03451, 0.58583, -0.01152], [0.37745, 0.71866, -1.65338], [2.73228, 1.08052, -1.68068], [2.58530, 2.37082, -0.68559]], "lowdin_charge": [-0.058, -0.093, -0.534, 0.014, 0.109, 0.091, 0.090, 0.085, 0.087, 0.090, 0.107, -0.114, -0.264, -0.322, -0.018, 0.068, 0.069, 0.050, 0.106, 0.106, 0.095, 0.112, 0.058, 0.064], "orbital_gap_ev": 10.1, "homo_ha": -0.339, "smiles": "COC(C)=O.CCCN"}

Energies relative to the most stable structure are 1 618.7; 2 491.2; 3 0.0, reported in kJ/mol.

## 1
{"formula": "C6H15NO2", "method": "the ωB97M-V functional and the def2-TZVPD basis", "symbols": ["C", "C", "C", "C", "O", "N", "C", "C", "H", "H", "H", "H", "H", "H", "H", "H", "H", "H", "H", "H", "H", "O", "H", "H"], "xyz": [[-1.55382, 2.17771, -0.01591], [-0.45009, 1.67334, 0.95101], [0.85869, 1.39087, 0.23789], [0.72819, 0.43661, -0.93732], [0.37397, 0.81767, -2.05138], [0.76155, -0.89298, -0.68736], [0.38930, -1.76872, -1.78293], [1.35305, -1.54569, 0.47083], [-1.61218, 1.53711, -0.88751], [-2.50280, 2.37029, 0.50887], [-1.34319, 3.15977, -0.44554], [-0.85983, 0.94128, 1.64239], [-0.36266, 2.50881, 1.66933], [1.35665, 2.31482, -0.03176], [1.59995, 0.98294, 0.94439], [0.98179, -1.48946, -2.66337], [0.54569, -2.82748, -1.59563], [-0.59722, -1.59234, -2.21628], [2.44339, -1.51156, 0.36242], [1.17365, -1.11066, 1.44680], [1.01813, -2.57962, 0.54888], [-1.16469, -1.91155, 1.53026], [-1.61945, -1.68725, 0.71999], [-1.51805, -1.39392, 2.28192]], "lowdin_charge": [-0.101, -0.237, -0.118, -0.470, 0.032, -0.134, -0.054, -0.082, 0.055, 0.073, 0.074, 0.083, 0.107, 0.120, 0.105, 0.089, 0.087, 0.089, 0.093, 0.070, 0.080, -0.061, 0.039, 0.060], "orbital_gap_ev": 9.6, "homo_ha": -0.332, "smiles": "CCCC(=O)N(C)C.O"}

## 2
{"formula": "C6H15NO2", "method": "the ωB97M-V functional and the def2-TZVPD basis", "symbols": ["C", "C", "O", "O", "H", "H", "H", "H", "C", "C", "N", "H", "H", "H", "H", "H", "C", "C", "H", "H", "H", "H", "H", "H"], "xyz": [[0.33341, -1.22721, 1.85324], [0.34558, 0.27083, 1.88956], [1.13451, 0.97950, 1.32372], [-0.63249, 0.76508, 2.65505], [-0.61467, -1.60398, 2.22315], [1.13943, -1.59546, 2.48720], [0.52013, -1.56864, 0.83790], [-0.61029, 1.73496, 2.66001], [2.38688, -1.70630, -1.19902], [1.61495, -0.94802, -1.96928], [1.03704, 0.24111, -1.58252], [2.73559, -2.66450, -1.52929], [2.69812, -1.37941, -0.22233], [1.32524, -1.27708, -2.95956], [1.39658, 0.63266, -0.72172], [0.88362, 0.92159, -2.30858], [-2.09266, 0.30587, -0.35456], [-1.83011, 1.79587, -0.49877], [-2.25344, 0.03824, 0.68587], [-2.98040, 0.02321, -0.91560], [-1.24763, -0.26332, -0.74071], [-1.76332, 2.07251, -1.54900], [-2.63241, 2.38303, -0.04235], [-0.89365, 2.06946, -0.02241]], "lowdin_charge": [0.019, -0.594, 0.070, 0.096, 0.087, 0.098, 0.067, 0.134, -0.039, -0.302, 0.049, 0.034, 0.041, 0.101, 0.059, 0.090, -0.167, -0.167, 0.052, 0.064, 0.040, 0.061, 0.066, 0.040], "orbital_gap_ev": 8.9, "homo_ha": -0.298, "smiles": "CC(=O)O.C=CN.CC"}

## 3
{"formula": "C6H15NO2", "method": "the ωB97M-V functional and the def2-TZVPD basis", "symbols": ["C", "C", "C", "N", "O", "H", "H", "H", "H", "H", "H", "H", "C", "C", "C", "O", "H", "H", "H", "H", "H", "H", "H", "H"], "xyz": [[3.19413, -0.22746, -0.82445], [2.31212, 0.08192, 0.40079], [1.13053, -0.80845, 0.76613], [0.69987, -1.67056, -0.20447], [0.73708, -0.79759, 1.90669], [2.99930, -1.10097, -1.45507], [4.19695, -0.45955, -0.48048], [3.30811, 0.61389, -1.51657], [2.92773, 0.03246, 1.30550], [1.97085, 1.11894, 0.34003], [-0.05760, -2.30547, -0.03393], [0.97990, -1.59152, -1.16541], [-1.04809, 1.22329, -0.67217], [-2.43037, 0.70680, -0.27152], [-2.42831, -0.49511, 0.68952], [-3.02529, 1.80641, 0.48787], [-1.13481, 1.72472, -1.63557], [-0.35583, 0.39897, -0.81963], [-0.65727, 1.85289, 0.11854], [-3.10169, 0.51300, -1.11047], [-1.70454, -0.45881, 1.49884], [-3.40572, -0.50007, 1.19861], [-2.54300, -1.44192, 0.15152], [-2.56404, 1.78419, 1.32573]], "lowdin_charge": [-0.098, -0.150, -0.582, 0.161, 0.048, 0.061, 0.064, 0.072, 0.117, 0.110, 0.103, 0.089, -0.049, -0.426, -0.067, -0.084, 0.081, 0.041, 0.084, 0.135, 0.066, 0.081, 0.073, 0.070], "orbital_gap_ev": 10.7, "homo_ha": -0.365, "smiles": "CCC(N)=O.CC(C)O"}

## 4
{"formula": "C6H15NO2", "method": "the ωB97M-V functional and the def2-TZVPD basis", "symbols": ["C", "C", "N", "C", "C", "C", "C", "O", "H", "H", "H", "H", "H", "H", "H", "H", "H", "H", "H", "H", "H", "O", "H", "H"], "xyz": [[-0.09535, -2.10661, 1.37490], [1.20186, -1.30332, 1.42433], [1.22218, -0.20444, 0.52141], [1.32155, -0.42258, -0.93144], [1.03122, 0.99466, -1.61293], [-0.51941, 1.02901, -1.92518], [-1.01271, 2.31433, -1.29970], [-2.09936, 2.41010, -0.78001], [-0.12694, -3.17714, 1.46723], [-0.62661, -1.88798, 0.43699], [-0.88574, -1.69548, 2.01109], [1.41494, -0.81480, 2.39306], [2.08903, -1.96391, 1.30794], [0.50554, 0.50683, 0.59426], [2.29436, -0.89934, -1.25435], [0.46575, -1.03213, -1.28507], [1.56541, 0.93391, -2.55185], [1.44713, 1.72004, -0.86302], [-1.11343, 0.29822, -1.36758], [-0.74417, 1.12040, -3.03573], [-0.36697, 3.19099, -1.43921], [-2.52614, 0.05537, 2.50181], [-2.86246, 0.79399, 1.97145], [-1.57965, 0.13987, 2.34161]], "lowdin_charge": [-0.082, -0.292, -0.114, -0.229, -0.162, -0.147, -0.300, 0.041, 0.063, 0.065, 0.044, 0.112, 0.119, 0.093, 0.126, 0.087, 0.092, 0.120, 0.107, 0.145, 0.121, -0.059, 0.041, 0.008], "orbital_gap_ev": 9.7, "homo_ha": -0.327, "smiles": "CCNCCCC=O.O"}

Energies relative to the most stable structure are 1 37.8; 2 0.0; 3 15.0; 4 173.3, reported in kJ/mol.

## 1
{"formula": "C7H14O", "method": "the ωB97M-V functional and the def2-TZVPD basis", "symbols": ["C", "C", "C", "C", "C", "C", "O", "C", "H", "H", "H", "H", "H", "H", "H", "H", "H", "H", "H", "H", "H", "H"], "xyz": [[1.32393, -0.39928, 2.23689], [1.17351, -0.43591, 0.92268], [2.10426, -1.21529, 0.04225], [0.04757, 0.30333, 0.23884], [0.58776, 1.25524, -0.83147], [-0.97725, -0.70528, -0.33791], [-2.32188, -0.38612, -0.06909], [-2.82904, 0.71229, -0.78228], [0.66250, 0.16517, 2.87193], [2.11525, -0.93507, 2.73410], [2.72901, -1.87674, 0.63673], [1.54708, -1.81019, -0.67886], [2.75598, -0.53986, -0.51096], [-0.47950, 0.88843, 0.99961], [1.34606, 1.90587, -0.39989], [-0.20571, 1.87863, -1.23615], [1.03472, 0.69979, -1.65265], [-0.82859, -0.81711, -1.42306], [-0.83791, -1.67973, 0.13821], [-2.40080, 1.66050, -0.43876], [-2.64419, 0.60650, -1.85873], [-3.90275, 0.72484, -0.60143]], "lowdin_charge": [0.053, -0.362, -0.055, -0.321, -0.061, -0.198, -0.182, -0.116, 0.060, 0.058, 0.078, 0.081, 0.081, 0.139, 0.086, 0.067, 0.076, 0.125, 0.131, 0.081, 0.092, 0.089], "orbital_gap_ev": 10.2, "homo_ha": -0.338, "smiles": "C=C(C)[C@@H](C)COC"}

## 2
{"formula": "C7H14O", "method": "the ωB97M-V functional and the def2-TZVPD basis", "symbols": ["C", "C", "C", "C", "C", "C", "C", "O", "H", "H", "H", "H", "H", "H", "H", "H", "H", "H", "H", "H", "H", "H"], "xyz": [[-1.84534, -0.91142, -1.47197], [-1.49494, 0.41662, -0.86319], [-2.53847, 1.53871, -0.91481], [1.86454, -1.01266, -0.52662], [0.16107, -1.30634, 1.31139], [1.60574, 0.69621, 1.20708], [1.30538, -0.58491, 0.76938], [-0.93226, 0.02108, -2.04426], [-1.40772, -1.80944, -1.10642], [-2.77009, -1.04532, -2.06768], [-1.92410, 2.45461, -0.87109], [-3.15911, 1.43884, -0.00904], [-3.30327, 1.65446, -1.67964], [2.70071, -0.32582, -0.88593], [1.10196, -0.77920, -1.26098], [2.20631, -1.99029, -0.58899], [0.31812, -2.37417, 1.03341], [-0.10421, -1.24155, 2.40669], [-0.78351, -0.96972, 0.79584], [2.65476, 0.99112, 1.13990], [1.29246, 0.87772, 2.34951], [0.99150, 1.55947, 0.67958]], "lowdin_charge": [-0.168, -0.353, -0.111, -0.028, -0.068, -0.097, -0.341, -0.108, 0.066, 0.107, 0.060, 0.064, 0.058, 0.118, 0.086, 0.065, 0.098, 0.108, 0.075, 0.083, 0.136, 0.151], "orbital_gap_ev": [4.7, 4.0], "homo_ha": [-0.219, -0.205]}

Energies relative to the most stable structure are 1 0.0; 2 613.6, reported in kJ/mol.